a | C9H6O3 in the gas phase. Source: OMol25; level of theory: ωB97M-V with the def2-TZVPD basis set.

Last column: natural (NBO) charge in e.
CARTESIAN COORDINATES (ANGSTROEM)
C1 1.67 -1.80 0.91  0.786
C2 0.36 -1.08 0.80  -0.266
C3 -0.89 -1.40 1.26  0.181
C4 -1.28 0.30 -0.02  0.261
C5 -1.86 1.33 -0.68  -0.250
C6 -0.93 2.01 -1.55  -0.198
C7 0.42 1.82 -1.58  -0.231
C8 1.01 0.90 -0.75  -0.169
C9 0.11 0.14 -0.01  -0.098
H1 1.19 -2.35 2.79  0.489
H2 -1.17 -2.35 1.82  0.209
H3 -2.93 1.52 -0.89  0.242
H4 -1.26 2.83 -2.20  0.216
H5 1.01 2.46 -2.27  0.222
H6 2.12 0.67 -0.58  0.252
O1 1.83 -2.64 2.02  -0.687
O2 2.53 -1.75 0.06  -0.545
O3 -1.92 -0.61 0.90  -0.416

Calculated values
Kohn-Sham gap: 9.23 eV
HOMO energy: -8.9 eV
LUMO level: 0.37 eV
SMILES: O=C(O)c1coc2ccccc12



b | C9H6O3 in the gas phase. Source: OMol25; level of theory: ωB97M-V with the def2-TZVPD basis set.

Last column: natural (NBO) charge in e.
CARTESIAN COORDINATES (ANGSTROEM)
C1 2.34 0.92 -0.74  0.806
C2 1.06 0.01 -0.82  -0.209
C3 0.95 -1.24 -1.37  0.085
C4 -0.77 -0.91 -0.22  0.289
C5 -1.94 -1.08 0.47  -0.251
C6 -2.26 -0.14 1.40  -0.191
C7 -1.73 1.15 1.38  -0.229
C8 -0.42 1.20 0.90  -0.158
C9 -0.01 0.22 -0.05  -0.154
H1 3.33 -0.39 -1.91  0.486
H2 1.36 -2.12 -1.88  0.233
H3 -2.46 -2.00 0.31  0.221
H4 -3.22 -0.36 1.93  0.213
H5 -2.12 1.95 2.03  0.225
H6 0.24 2.16 1.08  0.251
O1 3.46 0.43 -1.44  -0.691
O2 2.39 1.98 -0.13  -0.551
O3 -0.21 -1.79 -0.95  -0.375

Calculated values
Kohn-Sham gap: 9.02 eV
HOMO energy: -8.8 eV
LUMO level: 0.24 eV
SMILES: O=C(O)c1coc2ccccc12



Which of them is most stable? Easy: a.



a | 2 unconnected molecules or ions with the total composition C7H10ClN3O2. Source: OMol25; level of theory: ωB97M-V with the def2-TZVPD basis set.

Last column: natural (NBO) charge in e.
CARTESIAN COORDINATES (ANGSTROEM)
C1 2.01 -0.67 0.92  -0.182
C2 1.57 1.61 0.74  0.057
C3 1.47 -0.81 -0.35  -0.131
C4 -1.77 -0.97 1.04  0.696
C5 2.19 0.62 1.45  -0.322
C6 0.99 0.35 -1.00  0.530
C7 -0.26 1.38 -2.75  -0.274
N1 1.00 1.52 -0.43  -0.498
N2 -2.87 -1.68 1.41  -0.826
N3 -1.69 -0.36 -0.04  -0.819
O1 -0.86 -0.78 1.97  -0.676
O2 0.43 0.25 -2.17  -0.478
Cl1 1.45 -2.32 -1.15  0.032
H1 2.04 -1.53 1.54  0.232
H2 1.51 2.65 1.20  0.189
H3 -0.24 -0.16 1.63  0.506
H4 2.52 0.81 2.44  0.229
H5 -1.18 1.66 -2.25  0.198
H6 -0.36 1.46 -3.82  0.199
H7 0.52 2.03 -2.38  0.216
H8 -3.52 -1.85 0.67  0.392
H9 -2.68 -2.41 2.09  0.391
H10 -2.27 -0.79 -0.75  0.339

Calculated values
Kohn-Sham gap: 9.33 eV
HOMO energy: -8.6 eV
LUMO level: 0.74 eV
SMILES: COc1ncccc1Cl.[H]/N=C(\N)O



b | C7H10ClN3O2 in the gas phase. Source: OMol25; level of theory: ωB97M-V with the def2-TZVPD basis set.

Last column: natural (NBO) charge in e.
CARTESIAN COORDINATES (ANGSTROEM)
C1 -0.74 1.60 -0.24  -0.233
C2 -1.47 1.60 0.93  -0.117
C3 0.02 0.65 -0.98  0.226
C4 -1.61 0.46 1.88  -0.561
C5 0.36 -0.75 -0.43  -0.135
C6 -0.27 -0.15 2.36  0.360
C7 1.47 0.35 -2.82  -0.441
N1 0.49 1.01 -2.09  -0.382
N2 -0.13 -1.38 2.42  -0.609
N3 -0.49 -1.69 -0.53  0.387
O1 0.13 -2.99 -0.20  -0.586
O2 -1.66 -1.72 -0.83  -0.456
Cl1 0.99 1.14 2.79  -0.112
H1 -0.71 2.48 -0.77  0.225
H2 -2.12 2.46 1.19  0.218
H3 -2.27 0.87 2.69  0.248
H4 -2.15 -0.41 1.36  0.273
H5 1.44 -0.93 -0.27  0.245
H6 2.51 0.90 -2.93  0.220
H7 1.10 -0.04 -3.82  0.223
H8 1.67 -0.57 -2.27  0.163
H9 0.74 -1.63 2.78  0.360
H10 -0.53 -3.66 -0.40  0.484

Calculated values
Kohn-Sham gap: 9.25 eV
HOMO energy: -9.2 eV
LUMO level: 0.10 eV
SMILES: [H]/N=C(\Cl)C\C=C/C(/C=[N+](\[O-])O)=N/C



Which of them is most stable? Easy: a.



a | 2 unconnected molecules or ions with the total composition C2H6NO2. Source: OMol25; level of theory: ωB97M-V with the def2-TZVPD basis set.

Last column: natural (NBO) charge in e.
CARTESIAN COORDINATES (ANGSTROEM)
C1 -1.50 -0.87 0.35  -0.505
C2 -0.44 1.19 -0.40  -0.548
N1 -0.52 -0.17 -0.25  0.101
O1 0.41 -0.89 -0.73  -0.647
O2 2.66 -0.18 0.09  -1.023
H1 -1.51 -1.95 0.43  0.187
H2 -2.29 -0.23 0.67  0.149
H3 1.80 -0.49 -0.35  0.484
H4 -1.34 1.80 -0.01  0.159
H5 0.55 1.68 -0.72  0.202
H6 2.18 0.12 0.92  0.442

Calculated values
Kohn-Sham gap: 6.64 eV
HOMO energy: -2.0 eV
LUMO level: 4.60 eV
charge: -1



b | 2 unconnected molecules or ions with the total composition C2H6NO2. Source: OMol25; level of theory: ωB97M-V with the def2-TZVPD basis set.

Last column: natural (NBO) charge in e.
CARTESIAN COORDINATES (ANGSTROEM)
C1 1.74 1.16 -0.13  -0.246
O1 1.86 -0.18 -0.53  -0.779
H1 2.30 1.36 0.83  0.130
H2 2.32 1.75 -0.80  0.138
H3 0.70 1.48 0.04  0.197
C2 -2.03 -1.03 0.67  0.434
N1 -1.12 -0.64 -0.24  -0.983
O2 -3.19 -1.53 0.39  -0.816
H4 -1.95 -0.92 1.69  0.085
H5 0.91 -0.46 -0.79  0.521
H6 -1.53 -0.98 -1.13  0.318

Calculated values
Kohn-Sham gap: 7.62 eV
HOMO energy: -3.5 eV
LUMO level: 4.12 eV
charge: -1



Which of them is most stable? Easy: b.



a | A molecular structure, C36H53BaN7O2PS2. Source: OMol25; level of theory: ωB97M-V with the def2-TZVPD basis set.

Last column: Löwdin charge in e.
CARTESIAN COORDINATES (ANGSTROEM)
Ba1 -0.03 2.34 0.45  1.783
N1 0.09 5.07 3.43  0.046
C1 -0.10 3.72 3.29  -1.016
S1 1.29 2.70 3.50  0.444
N2 -1.33 3.41 2.92  -0.093
N3 -1.60 2.06 2.82  -0.107
C2 -2.68 1.79 2.20  -0.180
C3 -3.69 2.79 1.76  -0.155
C4 -4.60 3.19 2.74  -0.057
C5 -5.57 4.14 2.49  -0.111
C6 -5.63 4.71 1.22  -0.095
C7 -4.74 4.32 0.23  -0.020
C8 -3.76 3.35 0.47  -0.255
O1 -2.91 2.87 -0.48  -0.169
H1 1.04 5.38 3.38  0.059
H2 -0.62 5.64 3.00  0.091
H3 -2.90 0.73 2.07  0.112
H4 -4.51 2.76 3.73  0.110
H5 -6.26 4.45 3.26  0.089
H6 -6.37 5.46 0.99  0.094
H7 -4.79 4.76 -0.75  0.092
C9 -4.85 2.43 -2.97  -0.098
C10 -4.07 3.64 -3.46  -0.279
N4 -3.43 4.36 -2.37  -0.077
C11 -2.36 3.79 -1.62  -0.930
S2 -1.34 5.04 -0.86  0.397
N5 -1.74 2.74 -2.45  0.027
N6 -0.56 2.49 -2.15  -0.155
C12 0.07 1.39 -2.69  -0.311
C13 -0.69 0.54 -3.67  -0.040
C14 1.33 1.10 -2.16  -0.280
C15 1.92 -0.26 -2.55  -0.210
C16 2.85 -0.69 -0.14  -0.304
C17 3.19 0.71 0.31  -0.142
C18 2.87 1.81 -0.41  -0.286
N7 1.97 2.02 -1.42  -0.058
H8 -5.38 1.96 -3.80  0.063
H9 -5.58 2.71 -2.21  0.067
H10 -4.18 1.70 -2.53  0.057
H11 -4.77 4.35 -3.92  0.105
H12 -3.37 3.33 -4.23  0.092
H13 -3.20 5.32 -2.57  0.076
H14 -1.76 0.68 -3.50  0.062
H15 -0.46 -0.52 -3.58  0.057
H16 -0.50 0.83 -4.71  0.082
H17 1.08 -0.96 -2.52  0.116
H18 3.59 -1.36 0.33  0.111
H19 3.82 0.83 1.18  0.094
H20 3.30 2.74 -0.04  0.105
O2 0.11 -0.29 0.21  -0.493
P1 1.26 -1.16 0.64  0.798
C19 0.90 -2.90 0.22  -0.320
C20 1.73 -3.95 0.96  -0.200
C21 1.35 -5.34 0.45  -0.180
C22 -0.14 -5.66 0.71  -0.189
C23 -0.93 -4.43 1.16  -0.206
C24 -0.63 -3.22 0.28  -0.166
C25 3.04 -0.82 -1.67  -0.238
C26 3.48 -2.26 -2.08  -0.139
C27 2.67 -3.07 -3.11  -0.208
C28 2.87 -2.62 -4.55  -0.210
C29 2.12 -1.35 -4.92  -0.202
C30 2.41 -0.15 -4.02  -0.131
C31 1.50 -0.94 2.42  -0.350
C32 2.82 -1.46 3.03  -0.180
C33 2.61 -1.99 4.45  -0.205
C34 1.73 -1.04 5.26  -0.186
C35 0.33 -0.88 4.63  -0.183
C36 0.27 -1.42 3.20  -0.190
H21 1.19 -2.94 -0.83  0.088
H22 1.56 -3.89 2.03  0.102
H23 2.80 -3.78 0.80  0.100
H24 1.99 -6.10 0.90  0.105
H25 1.55 -5.37 -0.63  0.105
H26 -0.22 -6.44 1.47  0.102
H27 -0.59 -6.07 -0.19  0.105
H28 -0.70 -4.20 2.20  0.095
H29 -2.00 -4.64 1.13  0.112
H30 -1.18 -2.34 0.63  0.094
H31 -0.98 -3.41 -0.73  0.119
H32 3.90 -0.17 -1.85  0.136
H33 3.57 -2.86 -1.18  0.087
H34 4.50 -2.20 -2.48  0.115
H35 1.60 -3.05 -2.88  0.100
H36 2.98 -4.11 -3.01  0.107
H37 2.55 -3.43 -5.22  0.105
H38 3.95 -2.49 -4.73  0.111
H39 1.05 -1.56 -4.89  0.103
H40 2.35 -1.08 -5.95  0.109
H41 1.96 0.73 -4.48  0.113
H42 3.49 0.05 -4.01  0.126
H43 1.50 0.15 2.50  0.049
H44 3.53 -0.63 3.08  0.112
H45 3.30 -2.23 2.42  0.086
H46 3.58 -2.13 4.94  0.107
H47 2.14 -2.98 4.41  0.105
H48 2.22 -0.06 5.30  0.103
H49 1.65 -1.39 6.29  0.101
H50 0.06 0.18 4.59  0.072
H51 -0.43 -1.38 5.23  0.107
H52 -0.64 -1.05 2.71  0.106
H53 0.22 -2.51 3.19  0.089

Calculated values
Kohn-Sham gap: 6.29 eV
HOMO energy: -4.2 eV
LUMO level: 2.14 eV
charge: -1



b | A molecular structure, C36H53BaN7O2PS2. Source: OMol25; level of theory: ωB97M-V with the def2-TZVPD basis set.

Last column: Löwdin charge in e.
CARTESIAN COORDINATES (ANGSTROEM)
Ba1 1.40 0.31 -1.07  1.610
N1 2.30 4.43 2.28  0.014
C1 2.23 3.54 1.19  -0.909
S1 1.25 2.13 1.47  0.475
N2 2.92 3.87 0.17  -0.026
N3 3.05 2.99 -0.89  -0.025
C2 2.23 3.11 -1.86  -0.231
C3 1.00 3.93 -1.95  -0.166
C4 0.98 5.31 -1.81  -0.061
C5 -0.21 6.02 -1.93  -0.132
C6 -1.38 5.32 -2.20  -0.126
C7 -1.39 3.95 -2.32  -0.042
C8 -0.20 3.19 -2.17  -0.415
O1 -0.19 1.89 -2.22  -0.378
H1 1.45 4.43 2.82  0.039
H2 2.58 5.36 1.99  0.067
H3 2.43 2.46 -2.71  0.093
H4 1.91 5.83 -1.59  0.105
H5 -0.21 7.10 -1.83  0.080
H6 -2.32 5.87 -2.30  0.088
H7 -2.31 3.41 -2.52  0.092
C9 4.12 0.40 -6.67  -0.104
C10 3.97 -1.08 -6.34  -0.319
N4 4.46 -1.43 -5.02  -0.059
C11 3.83 -1.04 -3.85  -0.867
S2 2.12 -0.79 -3.90  0.423
N5 4.66 -0.91 -2.85  -0.039
N6 4.10 -0.74 -1.61  -0.068
C12 4.86 -0.17 -0.74  -0.320
C13 6.19 0.45 -1.04  -0.037
C14 4.37 -0.12 0.66  -0.284
C15 3.49 -1.09 1.15  -0.082
C16 3.08 -1.02 2.47  -0.095
C17 3.54 0.02 3.26  -0.091
C18 4.43 0.93 2.69  -0.148
N7 4.85 0.86 1.44  0.134
H8 3.74 0.61 -7.67  0.064
H9 5.17 0.70 -6.63  0.066
H10 3.55 1.00 -5.95  0.054
H11 4.51 -1.70 -7.06  0.101
H12 2.92 -1.37 -6.38  0.065
H13 5.47 -1.38 -4.91  0.114
H14 6.04 1.49 -1.33  0.085
H15 6.66 -0.07 -1.87  0.057
H16 6.83 0.45 -0.16  0.066
H17 3.17 -1.89 0.50  0.103
H18 2.39 -1.76 2.86  0.104
H19 3.23 0.13 4.29  0.099
H20 4.80 1.76 3.28  0.107
O2 0.05 -1.29 0.61  -0.523
P1 -1.39 -1.04 1.00  0.798
C19 -2.11 -0.03 -0.35  -0.345
C20 -3.28 0.94 -0.16  -0.158
C21 -4.66 0.39 -0.52  -0.196
C22 -4.64 -0.27 -1.90  -0.195
C23 -3.56 -1.34 -2.00  -0.191
C24 -2.18 -0.75 -1.71  -0.182
C25 -2.15 -2.68 1.34  -0.325
C26 -1.68 -3.71 0.31  -0.194
C27 -1.92 -5.13 0.85  -0.184
C28 -3.21 -5.23 1.68  -0.202
C29 -4.21 -4.17 1.22  -0.196
C30 -3.67 -2.76 1.54  -0.185
C31 -1.48 -0.02 2.49  -0.356
C32 -0.37 -0.44 3.48  -0.214
C33 -0.62 0.23 4.83  -0.184
C34 -1.92 -0.28 5.48  -0.192
C35 -2.91 -0.79 4.43  -0.209
C36 -2.86 0.06 3.17  -0.183
H21 -1.24 0.65 -0.41  0.048
H22 -3.07 1.78 -0.83  0.114
H23 -3.28 1.37 0.85  0.101
H24 -5.39 1.20 -0.49  0.110
H25 -4.99 -0.34 0.23  0.088
H26 -4.45 0.50 -2.65  0.117
H27 -5.62 -0.70 -2.13  0.106
H28 -3.55 -1.78 -2.99  0.115
H29 -3.79 -2.15 -1.29  0.087
H30 -1.94 0.00 -2.48  0.115
H31 -1.41 -1.52 -1.78  0.104
H32 -1.66 -2.94 2.29  0.118
H33 -0.63 -3.56 0.08  0.105
H34 -2.23 -3.57 -0.62  0.103
H35 -1.06 -5.44 1.45  0.109
H36 -1.97 -5.82 0.00  0.108
H37 -2.99 -5.06 2.74  0.110
H38 -3.64 -6.23 1.61  0.103
H39 -5.18 -4.31 1.70  0.108
H40 -4.37 -4.27 0.15  0.110
H41 -3.92 -2.51 2.57  0.095
H42 -4.19 -2.04 0.91  0.076
H43 -1.19 0.98 2.13  0.074
H44 0.59 -0.15 3.07  0.053
H45 -0.35 -1.53 3.61  0.113
H46 -0.68 1.31 4.65  0.116
H47 0.23 0.08 5.49  0.107
H48 -2.38 0.52 6.06  0.104
H49 -1.69 -1.09 6.18  0.103
H50 -3.92 -0.81 4.84  0.110
H51 -2.67 -1.83 4.17  0.093
H52 -3.06 1.10 3.44  0.123
H53 -3.67 -0.22 2.49  0.086

Calculated values
Kohn-Sham gap: 6.48 eV
HOMO energy: -4.4 eV
LUMO level: 2.09 eV
charge: -1



Which of them is most stable? Easy: b.